Record 1
Molecular formula: C3H5NO2
Method: DFT, ωB97M-V with the def2-TZVPD basis set

The geometry in XYZ format:
```
11
Properties=species:S:1:pos:R:3:lowdin_charge:R:1
N 0.158 -1.079 0.869 0.09
C 0.206 0.616 -0.376 -0.27
C -0.776 0.046 0.671 -0.11
H -0.975 0.658 1.565 0.11
O -0.275 0.682 -1.687 0.00
H 0.750 1.517 -0.071 0.15
H -0.505 1.606 -1.891 0.11
C 1.033 -0.677 -0.116 -0.45
O 2.026 -1.171 -0.563 0.10
H 0.101 -1.952 1.387 0.15
H -1.744 -0.245 0.212 0.12
```

Output
- Multiplicity: 1
- Highest occupied orbital energy: -9.79 eV
- Charge: 0
- SMILES: O=C1NC[C@@H]1O
- Kohn-Sham gap: 10.482 eV
- ΔE to the lowest compared entry with this formula, charge and spin: 1.3068 eV


Record 2
Molecular formula: C4H8N2O3
Method: DFT, ωB97M-V with the def2-TZVPD basis set

The geometry in XYZ format:
```
17
Properties=species:S:1:pos:R:3:lowdin_charge:R:1
O 2.696 -0.397 0.685 -0.18
C -1.638 -0.038 -0.049 0.08
C -0.312 0.323 0.894 0.10
O 2.611 -1.306 -0.254 -0.07
H 2.718 1.243 -0.824 0.15
N 0.682 0.540 -0.233 -0.12
H 2.157 1.724 0.974 0.17
H -0.204 0.387 2.058 0.15
H -1.781 -0.146 -2.385 0.15
H 1.961 -2.030 -0.013 0.15
H -2.717 -0.274 0.340 0.06
C 2.140 0.884 0.134 -0.09
C 0.232 0.399 -1.670 0.04
H 0.914 0.549 -2.614 0.16
O -3.782 -0.946 1.907 -0.59
H -4.452 -0.935 2.565 -0.20
N -1.226 0.022 -1.517 0.03
```

Output
- Multiplicity: 1
- Highest occupied orbital energy: -5.85 eV
- Charge: 0
- Kohn-Sham gap: 4.718 eV
- ΔE to the lowest compared entry with this formula, charge and spin: 12.9465 eV


Record 3
Molecular formula: C27H47Cl2N4NdO6Si
Method: DFT, ωB97M-V with the def2-TZVPD basis set

The geometry in XYZ format:
```
88
Properties=species:S:1:pos:R:3:lowdin_spin:R:1
H -3.593 7.274 -6.541 0.00
H 1.940 2.624 -6.661 0.00
H -0.703 2.141 -8.354 0.00
H 2.406 4.287 -10.515 0.00
Cl -1.046 0.341 -4.373 -0.01
H -0.200 2.285 1.364 0.00
H 3.031 4.402 -6.312 0.00
O -0.229 3.296 -5.050 0.00
H -3.286 -3.041 -0.096 0.00
H -1.246 6.197 -7.643 0.00
H -3.440 -3.380 -1.844 0.00
O 1.681 -0.224 -2.084 0.00
H 3.685 4.680 -4.687 0.00
C -0.151 -0.947 1.351 0.00
C 1.704 4.208 -9.679 0.00
H 1.989 -3.103 -4.653 0.00
H 0.799 2.363 -10.384 0.00
H 1.944 1.665 -3.196 0.00
H -2.372 7.721 -5.320 0.00
H 2.595 5.883 -5.419 0.00
H 2.368 6.045 -8.724 0.00
C -0.920 3.768 -6.245 0.00
C 2.194 -1.575 1.170 0.00
H -1.672 -4.886 -1.747 0.00
C 2.010 2.759 -2.985 0.00
Nd -0.501 0.649 -1.840 3.03
C 0.102 5.380 -0.042 0.00
C 2.077 2.347 -5.603 0.00
H 3.097 2.988 -2.920 0.00
H 4.294 -0.692 -2.372 0.00
H 2.309 -2.192 0.266 0.00
C 4.072 -0.747 -3.444 0.00
C 2.789 4.802 -5.313 0.00
C -1.759 5.013 -5.937 0.00
H -1.599 -4.668 0.006 0.00
H -2.182 8.203 -7.011 0.00
H 1.097 5.356 -0.512 0.00
C -2.718 4.870 -4.793 0.00
N 0.861 -1.746 1.722 0.00
C -2.516 7.387 -6.358 0.00
H -2.513 3.962 -4.215 0.00
C -1.761 6.137 -6.679 0.00
C -2.022 -1.817 -1.347 0.00
H 0.732 5.876 -6.860 0.00
C -0.080 4.642 2.351 0.00
H 1.476 1.440 -5.421 0.00
C -2.738 -3.117 -1.043 0.00
H -1.096 4.525 2.762 0.00
H -1.628 2.933 -6.428 0.00
N -0.693 -2.004 -1.496 0.00
H 3.147 2.142 -5.425 0.00
H 2.239 -1.683 -5.682 0.00
H 1.472 -2.975 3.291 0.00
O 0.810 -3.666 -0.902 0.00
H 4.044 0.275 -3.857 0.00
H -0.313 -2.792 3.091 0.00
Cl 0.613 5.494 -3.504 0.00
H -0.654 5.316 -0.837 0.00
H 2.910 -1.936 1.918 0.00
O -0.368 2.708 -0.670 -0.01
H 4.838 -1.328 -3.970 0.00
O -2.541 -0.667 -1.396 -0.01
N 2.808 -1.459 -3.649 0.00
C 0.644 -2.906 2.571 0.00
C -1.604 -4.128 -0.951 0.00
C 1.697 5.180 -8.677 0.00
H 0.588 3.980 2.925 0.00
C -0.213 3.042 0.546 0.00
H 3.648 -2.636 -5.143 0.00
H 1.546 2.976 -1.989 0.00
C -0.344 -3.293 -1.127 0.00
C -0.020 2.979 -8.482 0.00
H 0.825 -1.734 -3.193 0.00
Si 1.350 3.832 -4.457 0.00
H -3.740 4.832 -5.204 0.00
H 0.640 -3.831 1.972 0.00
O -0.022 -0.016 0.515 0.00
C 1.729 -1.153 -2.948 0.00
H 2.375 -0.520 0.937 0.00
N -0.044 4.298 0.932 0.00
H -2.675 5.742 -4.129 0.00
H -0.009 6.318 0.516 0.00
C 0.828 3.112 -9.589 0.00
H 0.239 5.682 2.457 0.00
C 2.665 -2.267 -4.853 0.00
H -1.122 -1.160 1.844 0.00
C 0.800 5.065 -7.600 0.00
C -0.016 3.940 -7.465 0.00
```

Output
- Multiplicity: 4
- Highest occupied orbital energy (spin up / spin down): -5.72 / -5.72 eV
- Charge: 0
- Kohn-Sham gap (spin up / spin down): 5.466 / 5.468 eV
- ΔE to the lowest compared entry with this formula, charge and spin: 3.4561 eV


Record 4
Molecular formula: C5H30N2O9
Method: DFT, ωB97M-V with the def2-TZVPD basis set

The geometry in XYZ format:
```
46
Properties=species:S:1:pos:R:3:lowdin_charge:R:1
O 2.207 3.008 -0.898 -0.06
H 2.928 0.777 -1.847 0.08
C 2.710 -0.119 -1.265 -0.04
H 0.273 4.033 2.014 0.06
C 1.392 -0.305 -0.537 -0.38
H -0.764 2.849 -1.901 0.01
O 0.818 3.291 2.287 -0.05
H 0.917 -2.616 0.181 -0.01
H 2.624 2.552 -0.147 0.01
H -2.382 -3.500 1.178 0.06
O 2.969 1.974 1.588 -0.06
H -2.594 1.887 -2.438 0.06
H 2.299 2.450 2.126 0.01
O -1.288 2.677 0.469 -0.09
H -1.212 -2.842 -0.858 0.08
H 0.428 -1.829 -1.787 0.12
N -2.713 -2.544 1.292 -0.01
H -2.208 -1.993 -2.071 0.11
H 0.497 2.528 1.788 0.03
H -0.974 -0.639 0.117 0.10
H -1.853 -2.055 1.545 0.02
N -1.074 -0.724 -0.894 -0.07
C -3.013 -1.908 -0.030 -0.24
H 0.299 -0.145 -2.339 0.12
H 2.852 -1.021 -1.872 0.10
O 0.453 -3.481 0.265 -0.09
C 0.294 -0.790 -1.456 -0.17
O -2.745 1.613 -1.527 -0.07
O -0.053 2.344 -2.304 -0.06
H 2.795 1.038 1.746 0.04
H -2.094 3.178 0.683 0.06
H 1.024 0.618 -0.071 0.12
H -1.795 2.252 -0.283 -0.01
O 1.661 -1.130 0.639 -0.08
C -1.857 -1.982 -1.042 -0.20
H -0.842 -2.968 3.476 0.06
H 0.631 -2.686 3.632 0.06
H 2.559 -1.423 0.805 0.10
H -2.051 0.935 -1.436 0.01
H -3.181 -0.876 0.266 0.10
O -0.091 -2.590 3.001 -0.05
H 0.742 2.660 -1.829 0.00
H 3.546 -0.060 -0.551 0.08
H 1.454 3.470 -0.510 0.04
H 0.327 -3.527 1.225 0.00
H -3.914 -2.377 -0.429 0.10
```

Output
- Multiplicity: 1
- Highest occupied orbital energy: -9.35 eV
- Charge: 0
- SMILES: C[C@H](O)CNCCN.O.O.O.O.O.O.O.O
- Kohn-Sham gap: 9.496 eV
- ΔE to the lowest compared entry with this formula, charge and spin: 1.7391 eV


Record 5
Molecular formula: C28H41BrCrN2P2S
Method: DFT, ωB97M-V with the def2-TZVPD basis set

The geometry in XYZ format:
```
76
Properties=species:S:1:pos:R:3:lowdin_spin:R:1
H -0.301 1.172 1.819 0.01
H -0.688 -5.216 -0.302 0.00
H -3.300 -0.781 -0.935 0.00
N 0.164 0.440 3.493 0.00
H 2.554 -0.721 -2.292 0.00
H -1.674 5.929 -6.695 0.00
H 1.702 -0.898 4.136 0.00
H 4.227 -3.822 1.845 0.00
H -0.454 7.229 -2.142 0.00
H 1.405 -2.941 2.712 0.00
Cr 0.141 -0.224 0.136 3.74
C -2.356 1.926 -1.138 0.04
C -3.084 1.467 -0.009 0.01
H -1.334 4.099 -5.079 0.00
H 2.488 -2.466 -0.508 0.00
C 3.951 -0.290 1.815 -0.01
H -1.110 -4.405 -1.894 0.00
C -0.661 6.833 -3.136 0.00
H 2.914 -2.430 3.459 0.00
H -1.659 -0.359 -1.604 0.00
C 1.334 0.890 5.417 0.00
C 2.938 -0.455 -1.294 0.02
H -1.893 -2.091 -3.249 0.00
H 2.608 0.578 -1.094 0.00
H 5.395 -1.717 2.693 0.00
H -3.250 -0.917 -3.202 0.00
H 1.207 -1.308 -0.769 0.01
C -0.391 3.295 -1.886 0.00
H 2.003 0.680 6.224 0.00
C -1.150 5.126 -4.760 0.00
N -1.258 7.420 -5.375 0.00
C -2.524 1.477 1.293 0.07
H -3.278 -1.978 1.866 0.00
C -0.264 1.670 3.806 0.00
H -4.787 -3.781 1.641 0.00
H -4.030 -4.445 0.226 0.00
H -4.898 -2.859 0.140 0.00
H 4.011 0.516 1.072 0.00
H 0.287 -2.624 -1.159 0.00
H 6.099 -0.270 1.969 0.00
H -2.833 2.097 -2.099 0.00
H 0.335 -3.313 0.547 0.00
C -0.425 -4.458 -1.045 0.01
H 3.801 0.192 2.796 0.00
H 5.525 -1.566 0.917 0.00
C 1.140 0.024 4.350 0.00
C 5.302 -1.023 1.846 -0.01
C -2.940 -2.788 1.180 0.01
C -2.770 -1.768 -2.671 0.00
C -0.430 4.320 -2.556 0.00
C 3.138 -3.947 1.958 0.00
C 2.264 -1.410 -0.316 0.02
H -4.119 1.151 -0.128 0.00
C -1.051 2.367 -1.053 0.02
P -1.483 -1.771 0.284 0.03
H 2.708 -4.288 1.000 0.00
C -4.233 -3.493 0.735 0.00
H -0.862 8.826 -3.983 0.00
C -0.711 5.449 -3.456 0.00
C 2.449 -2.696 2.504 -0.01
H -0.937 2.303 3.194 0.00
H 0.575 -4.676 -1.472 0.00
H 4.022 -0.549 -1.271 0.00
C -1.081 1.328 1.115 0.00
C -0.922 7.757 -4.149 0.00
C -2.351 -1.192 -1.315 0.01
C -0.378 2.007 0.092 0.02
C -1.381 6.148 -5.676 0.00
H -2.390 -3.551 1.762 0.00
H 0.613 2.420 0.309 0.01
Br -3.516 1.558 2.835 0.02
P 2.320 -1.114 1.496 -0.07
H 2.989 -4.767 2.692 0.00
H -3.554 -2.529 -2.556 0.00
S 0.395 2.325 5.250 0.00
C -0.297 -3.123 -0.357 0.02
```

Output
- Multiplicity: 5
- Highest occupied orbital energy (spin up / spin down): -13.46 / -13.50 eV
- Charge: +2
- Kohn-Sham gap (spin up / spin down): 5.409 / 6.808 eV


Record 6
Molecular formula: C29H47O23PS
Method: DFT, ωB97M-V with the def2-TZVPD basis set

The geometry in XYZ format:
```
101
Properties=species:S:1:pos:R:3:lowdin_charge:R:1
C 8.246 -6.578 -0.995 -0.63
H -4.156 10.857 -1.713 0.10
H 4.829 -1.140 6.142 0.10
H 4.082 -3.268 -1.804 0.08
H -8.655 -0.668 -9.140 0.10
H 1.397 -5.666 7.675 0.10
O -6.861 1.697 -6.710 0.00
C -7.673 0.739 -7.153 -0.63
H -0.006 -0.259 0.569 -0.02
O -8.269 1.179 -8.263 0.00
O -2.211 7.967 -3.321 0.01
C -4.094 1.608 2.693 -0.33
C -3.783 1.918 0.195 -0.10
H 3.029 -5.759 6.966 0.10
H 5.811 -4.562 -1.526 0.07
C -9.176 0.243 -8.852 -0.04
C -3.293 1.428 1.429 -0.17
H 2.175 -1.780 4.402 0.10
C -2.379 7.428 -4.636 -0.02
H 0.552 -1.656 5.141 0.10
H 9.880 -8.611 -1.300 0.10
C 1.144 -2.128 4.360 -0.02
H -5.874 4.383 -6.007 0.09
H -9.578 0.733 -9.734 0.09
C -3.269 1.770 3.918 0.03
H -1.786 -0.180 -0.845 -0.01
H -5.511 0.498 -5.669 0.10
C 2.985 -4.319 0.359 -0.61
O 4.569 0.801 7.928 0.12
H -5.149 5.431 -4.755 0.10
O 2.606 -3.248 -0.338 0.01
H 3.956 -5.364 2.574 0.10
O -7.842 -0.337 -6.643 0.12
S -0.382 2.244 -0.600 0.11
C -3.236 8.706 -2.904 -0.62
H -4.546 2.208 -1.911 0.05
H 6.220 -5.270 0.051 0.10
C -6.148 1.367 -5.511 -0.03
C -5.211 5.226 -5.822 -0.02
H 2.612 -2.332 -2.135 0.09
H 2.441 -6.191 2.138 0.11
C 6.225 -5.429 -1.023 -0.04
O -4.245 8.928 -3.525 0.12
O -3.689 3.209 -4.968 0.09
H -1.802 1.772 -6.104 0.10
H -9.983 0.004 -8.162 0.10
C 1.573 -4.020 5.634 -0.62
C -2.118 1.111 3.993 0.03
C 10.310 -7.641 -1.060 -0.04
O 9.470 -6.585 -1.531 0.00
H 4.844 1.750 10.379 0.10
O -2.959 9.156 -1.681 0.01
H -2.474 8.225 -5.370 0.11
O -5.297 1.578 2.698 0.15
H 2.568 -4.108 -2.231 0.10
H -1.486 6.846 -4.845 0.10
C 4.336 -1.658 6.964 -0.04
H 10.462 -7.561 0.015 0.10
O 3.616 -5.254 -0.063 0.11
C 2.998 -3.254 -1.711 -0.03
H -6.843 1.171 -4.695 0.10
C -2.126 0.773 1.521 -0.29
O -2.099 3.803 -6.452 0.01
H -5.532 2.225 -5.273 0.05
C 1.976 -5.986 6.811 -0.03
H 0.721 -1.899 3.392 0.07
P -1.046 0.544 0.097 0.40
O 7.835 -7.366 -0.183 0.12
C -3.275 3.928 -5.846 -0.62
O -3.908 4.973 -6.368 0.00
H -5.583 6.103 -6.341 0.10
C -4.246 2.009 -0.909 0.19
C -1.292 2.723 -5.963 -0.03
H 3.298 -1.354 7.035 0.08
C 5.830 1.331 10.188 -0.04
H 4.389 -2.729 6.811 0.08
O 2.544 -4.178 1.604 0.01
C -3.985 9.970 -1.107 -0.04
C 2.876 -5.257 2.487 -0.01
H 11.258 -7.520 -1.575 0.09
H -3.622 10.258 -0.125 0.09
H -3.604 2.425 4.708 0.13
O 2.006 -3.354 6.540 0.11
H -3.251 6.782 -4.675 0.07
O 5.028 -1.395 8.194 0.01
H 1.847 -7.052 6.653 0.09
H 6.388 1.262 11.117 0.09
O -1.238 -0.858 2.979 0.10
H 2.453 -4.999 3.448 0.06
C 5.057 -0.114 8.542 -0.63
H -0.378 2.738 -6.549 0.09
H -1.056 2.867 -4.911 0.10
H 6.367 1.960 9.480 0.10
O 7.571 -5.557 -1.510 0.01
H -4.911 9.407 -1.008 0.10
C -1.752 0.230 2.855 -0.38
H -1.444 1.178 4.835 0.13
H 5.639 -6.309 -1.269 0.10
O 5.722 -0.006 9.695 0.00
O 1.098 -3.557 4.481 -0.01
O 1.493 -5.351 5.621 -0.01
```

Output
- Multiplicity: 1
- Highest occupied orbital energy: -8.94 eV
- Charge: 0
- SMILES: C#CC1=C([PH2]=S)C(=O)C=CC1=O.COC(=O)OC.COC(=O)OC.COC(=O)OC.COC(=O)OC.COC(=O)OC.COC(=O)OC.COC(=O)OC
- Kohn-Sham gap: 7.088 eV


Record 7
Molecular formula: C5H9NO
Method: DFT, ωB97M-V with the def2-TZVPD basis set

The geometry in XYZ format:
```
16
Properties=species:S:1:pos:R:3:lowdin_charge:R:1
H 1.691 -0.924 1.179 0.09
H -1.416 -1.979 -0.915 0.06
N 0.318 1.509 -0.683 0.00
C -1.383 -1.658 0.120 0.00
H 2.623 0.424 0.495 0.09
H -0.978 -0.175 1.523 0.09
C 1.639 0.111 0.847 -0.02
C -0.843 1.959 -0.723 0.01
O 1.031 -0.598 -1.324 0.03
H -1.642 -2.408 0.856 0.05
H -1.461 0.623 -0.107 0.08
H 1.339 0.749 1.677 0.09
C 0.647 0.216 -0.283 -0.54
C -1.009 -0.408 0.460 -0.20
H -1.009 2.991 -1.044 0.05
H 0.453 -0.431 -2.080 0.12
```

Output
- Multiplicity: 1
- Highest occupied orbital energy: -7.94 eV
- Charge: 0
- Kohn-Sham gap: 8.045 eV
- ΔE to the lowest compared entry with this formula, charge and spin: 5.2393 eV


Record 8
Molecular formula: C6H15NS
Method: DFT, ωB97M-V with the def2-TZVPD basis set

The geometry in XYZ format:
```
23
Properties=species:S:1:pos:R:3:lowdin_charge:R:1
H -3.226 -0.788 0.334 0.07
H -0.920 2.049 0.921 0.08
H 2.696 2.713 1.275 0.07
H -0.215 -3.628 -1.527 0.07
H 2.603 1.001 1.452 0.05
H -1.747 -0.288 0.914 -0.10
H 0.929 0.867 -0.440 0.09
H -0.821 -2.619 -2.843 0.06
H -2.381 -1.087 -1.883 0.11
C -0.124 -2.631 -2.002 -0.12
C -1.715 -0.968 -1.005 -0.24
H 3.277 1.732 -0.068 0.07
H 0.917 -2.504 -2.347 0.07
H 0.920 2.618 -0.448 0.10
H 0.133 -1.373 -0.148 0.04
C 0.059 1.772 1.360 -0.60
N -2.378 -0.303 0.056 -0.03
S -0.018 0.200 2.233 0.60
C 1.059 1.756 0.208 -0.35
H 0.252 2.607 2.098 0.09
C 2.506 1.795 0.696 -0.13
H -1.313 -1.386 2.181 0.17
C -0.493 -1.535 -1.016 -0.20
```

Output
- Multiplicity: 1
- Highest occupied orbital energy: -8.06 eV
- Charge: 0
- Kohn-Sham gap: 6.213 eV
- ΔE to the lowest compared entry with this formula, charge and spin: 4.3480 eV


Record 9
Molecular formula: C4H4N2O
Method: DFT, ωB97M-V with the def2-TZVPD basis set

The geometry in XYZ format:
```
11
Properties=species:S:1:pos:R:3:lowdin_charge:R:1
H 1.337 1.794 0.680 0.09
C -2.026 0.848 -0.239 -0.29
N -1.957 -0.463 -0.348 0.18
O -2.213 -2.648 0.404 0.21
N -2.096 1.995 -0.145 0.16
C 1.982 0.838 0.338 -0.12
C -2.153 -1.512 0.158 -0.27
H 0.481 -0.513 -0.656 0.05
C 1.544 -0.249 -0.243 -0.13
H 2.101 -1.179 -0.658 0.07
H 3.002 1.089 0.709 0.05
```

Output
- Multiplicity: 1
- Highest occupied orbital energy: -10.54 eV
- Charge: 0
- SMILES: N#CN=C=O.C=C
- Kohn-Sham gap: 10.679 eV
- ΔE to the lowest compared entry with this formula, charge and spin: 2.8003 eV


Record 10
Molecular formula: C3H27N2O9S
Method: DFT, ωB97M-V with the def2-TZVPD basis set

The geometry in XYZ format:
```
42
Properties=species:S:1:pos:R:3:lowdin_charge:R:1
H -2.582 1.915 -2.218 0.04
H 0.256 -0.151 -2.847 0.04
O 2.870 -1.666 0.908 -0.07
S -1.437 -1.915 -2.624 0.20
H 0.012 -3.494 1.639 0.07
O -2.903 2.502 -1.523 -0.06
H -2.230 -2.224 -0.287 -0.04
H -0.616 -0.378 4.211 0.01
H 1.679 0.920 -0.581 0.07
H -2.437 -1.474 1.802 -0.01
O -2.005 -1.385 2.704 -0.11
C 0.271 -0.714 -0.748 -0.32
H -2.210 -2.234 3.109 0.05
O -1.256 3.796 0.161 -0.07
H -3.420 1.886 -0.992 0.05
C 0.459 1.005 1.076 -0.29
O 0.501 -2.835 2.160 -0.07
O 3.912 0.688 -2.178 -0.05
H 2.342 -2.381 1.273 0.00
H 4.216 0.688 -1.265 0.05
H -1.998 3.291 0.474 0.01
H 2.450 -0.803 0.926 -0.02
H -0.247 -1.253 0.025 0.06
O -2.869 -1.835 0.350 -0.11
H -1.027 3.650 -0.751 0.02
H 1.168 -1.272 -1.047 0.09
H -0.183 1.878 0.996 0.08
H 2.507 2.540 -2.804 0.01
N 0.763 0.607 -0.308 -0.06
H 3.080 0.205 -2.191 0.03
N 1.669 1.312 1.802 0.02
H 1.885 0.785 2.641 0.06
C -0.444 -0.475 -2.073 -0.74
O 1.873 3.243 -2.605 -0.07
H -0.022 -2.105 1.779 0.00
H -0.157 0.237 1.540 0.09
H -3.598 -1.679 -0.257 0.05
H 1.719 2.237 2.216 0.07
H -1.069 0.425 -2.018 0.01
H 1.246 2.726 -2.077 0.01
O 0.300 -0.637 4.320 -0.06
H 0.311 -1.278 3.601 -0.02
```

Output
- Multiplicity: 1
- Highest occupied orbital energy: -3.74 eV
- Charge: -1
- Kohn-Sham gap: 6.317 eV
- ΔE to the lowest compared entry with this formula, charge and spin: 0.3911 eV